DFT (ωB97M-V/def2-TZVPD) results for a 2-piece molecular cluster, C27H31OSi overall.

The total charge is +1. As for the frontier orbital gap: 5.39 eV. As for the calculated total energy: -1411.97721 Eh. Its multiplicity is 1. Its energy above the lowest of the compared OMol25 structures with the same formula, charge and spin is 0.568 eV. The HOMO energy is -0.411 hartree. The LUMO energy comes out at -5.790 eV.

XYZ file:
```
60
C27H31OSi (ωB97M-V/def2-TZVPD)
C -1.528 2.810 -0.779
C -0.832 2.528 0.550
C -0.485 3.829 1.274
C 0.397 1.649 0.293
C 0.286 0.298 0.377
O 1.521 2.292 -0.107
Si 3.027 2.742 0.518
C 4.237 1.878 -0.586
C 3.206 4.592 0.361
C 3.159 2.236 2.298
H -1.817 1.875 -1.277
H -2.439 3.400 -0.609
H -0.862 3.384 -1.440
H -1.505 1.930 1.178
H 0.054 3.634 2.213
H 0.112 4.495 0.635
H -1.417 4.348 1.529
H 1.079 -0.372 0.041
H -0.567 -0.048 0.958
H 5.261 2.032 -0.217
H 4.040 0.799 -0.620
H 4.179 2.268 -1.612
H 4.211 4.869 0.719
H 3.123 4.927 -0.683
H 2.476 5.154 0.959
H 4.155 2.516 2.674
H 2.411 2.729 2.934
H 3.046 1.150 2.413
C -0.846 -2.061 -0.221
C 0.119 -2.994 0.315
C 1.471 -2.977 -0.103
C 2.365 -3.929 0.383
C 1.937 -4.908 1.291
C 0.594 -4.949 1.689
C -0.306 -4.009 1.207
C -2.118 -1.747 0.411
C -2.941 -1.081 -0.562
C -4.251 -0.732 -0.270
C -4.748 -1.006 1.011
C -3.935 -1.618 1.980
C -2.608 -1.961 1.699
C -2.207 -1.040 -1.820
C -0.940 -1.697 -1.618
C -0.132 -1.995 -2.709
C -0.549 -1.590 -3.981
C -1.768 -0.916 -4.166
C -2.620 -0.660 -3.085
H 1.809 -2.223 -0.817
H 3.403 -3.917 0.041
H 2.632 -5.661 1.661
H 0.231 -5.722 2.369
H -1.365 -4.071 1.457
H -4.859 -0.289 -1.058
H -5.782 -0.768 1.246
H -4.347 -1.839 2.965
H -1.964 -2.395 2.462
H 0.790 -2.553 -2.566
H 0.082 -1.812 -4.840
H -2.072 -0.617 -5.168
H -3.605 -0.204 -3.198
```

DFT (ωB97M-V/def2-TZVPD) results for C27H32Cl2F5N2OPtSTe as an isolated structure.

The total charge is -1. As for the frontier orbital gap: 5.22 eV. As for the calculated total energy: -3438.03231 Eh. Its multiplicity is 1. Its energy above the lowest of the compared OMol25 structures with the same formula, charge and spin is 5.341 eV. The HOMO energy is -0.125 hartree. The LUMO energy comes out at 1.810 eV.

XYZ file:
```
72
C27H32Cl2F5N2OPtSTe (ωB97M-V/def2-TZVPD)
Pt 1.260 0.844 -0.797
C -3.406 -3.417 -0.533
C -2.364 -3.885 0.509
C -2.434 -3.239 1.908
C -0.942 -3.950 -0.039
C -0.577 -5.235 -0.441
C 0.684 -5.582 -0.879
C 1.647 -4.586 -0.835
C 1.355 -3.294 -0.445
C 2.537 -2.358 -0.323
C 2.700 -1.365 -1.477
C 2.735 -1.844 1.103
C 0.021 -2.871 -0.110
N -0.106 -1.535 0.136
C -1.334 -0.905 0.211
C -1.475 1.368 0.184
C -2.456 2.476 0.260
C -1.817 3.633 0.147
C -0.394 3.338 -0.012
N -0.176 2.057 0.016
C 0.575 4.475 -0.186
C 0.306 5.504 0.927
C 0.296 5.105 -1.558
C 2.018 4.043 -0.100
H -4.291 -2.981 -0.061
H -3.731 -4.276 -1.124
H -3.008 -2.693 -1.242
H -2.631 -4.929 0.684
H -1.722 -2.423 2.032
H -2.181 -3.988 2.661
H -3.434 -2.860 2.131
H -1.340 -6.008 -0.391
H 0.920 -6.593 -1.185
H 2.675 -4.824 -1.094
H 3.408 -3.002 -0.505
H 1.938 -0.547 -1.705
H 2.557 -1.897 -2.421
H 3.675 -0.902 -1.482
H 1.972 -1.127 1.389
H 3.717 -1.390 1.225
H 2.662 -2.698 1.781
H -2.195 -1.555 0.257
H -3.513 2.334 0.394
H -2.246 4.622 0.145
H -0.707 5.906 0.901
H 1.000 6.336 0.803
H 0.478 5.062 1.910
H -0.730 5.471 -1.640
H 0.468 4.378 -2.353
H 0.973 5.948 -1.709
H 2.194 3.418 0.771
H 2.660 4.921 -0.027
H 2.309 3.483 -0.988
Cl -0.403 0.393 2.615
C -1.557 0.250 1.280
C -2.968 0.143 1.801
C -4.044 -0.014 1.026
C -4.122 -0.022 -0.443
C -3.105 0.119 -1.299
Cl -3.469 0.104 -3.001
C -1.660 0.237 -0.893
S -0.459 0.421 -2.203
H -3.085 0.157 2.877
H -4.999 -0.122 1.528
H -5.112 -0.137 -0.865
F 4.514 2.686 -1.487
Te 4.803 1.754 0.112
F 6.562 2.352 -0.075
F 4.615 3.322 1.110
F 5.436 0.882 1.631
F 5.411 0.315 -0.918
O 3.110 1.199 0.379
```

DFT (ωB97M-V/def2-TZVPD) results for C27H32EuFN5O8S4 as an isolated structure.

The total charge is +1. As for the frontier orbital gap (alpha / beta): 7.12 / 7.12 eV. As for the calculated total energy: -4326.64319 Eh. The expectation value of S² is 12.01. Its multiplicity is 7. Its energy above the lowest of the compared OMol25 structures with the same formula, charge and spin is 0.417 eV. The HOMO energy (alpha / beta) is -0.371 / -0.371 hartree. The LUMO energy (alpha / beta) comes out at -2.983 / -2.983 eV.

XYZ file:
```
78
C27H32EuFN5O8S4 (ωB97M-V/def2-TZVPD)
Eu 0.987 -0.322 -2.311
C 2.403 -3.617 -1.106
C 2.342 -3.516 -2.590
N 1.960 -2.452 -3.241
C 2.040 -2.615 -4.606
C 2.496 -3.832 -4.998
S 2.831 -4.803 -3.630
C 1.618 -1.505 -5.456
C 1.500 -1.513 -6.809
S 0.954 0.009 -7.362
C 0.902 0.586 -5.732
N 1.282 -0.306 -4.861
C 0.440 1.965 -5.415
H 3.162 -2.932 -0.720
H 2.636 -4.629 -0.783
H 1.438 -3.311 -0.704
H 2.661 -4.202 -5.996
H 1.679 -2.324 -7.496
H 0.283 2.543 -6.324
H 1.166 2.466 -4.778
H -0.495 1.920 -4.854
F -0.026 -2.467 3.536
C -0.333 -1.253 3.023
C 0.364 -0.800 1.940
C 0.090 0.454 1.400
C 0.841 0.910 0.234
O 1.770 0.211 -0.236
C 0.474 2.208 -0.262
C -0.536 2.894 0.320
N -1.263 2.440 1.371
C -2.437 3.176 1.780
C -3.788 2.538 1.630
C -3.378 3.652 0.717
C -0.945 1.227 1.945
C -1.639 0.742 3.060
C -1.343 -0.490 3.618
N -2.102 -0.914 4.745
C -2.006 -0.113 5.959
C -3.394 -0.123 6.641
N -4.165 -1.260 6.056
C -3.347 -2.509 6.083
C -2.192 -2.332 5.070
C 1.020 2.772 -1.573
O 1.105 3.983 -1.693
O 1.326 1.893 -2.462
H 1.127 -1.416 1.484
H -0.821 3.857 -0.080
H -2.277 3.819 2.639
H -4.522 2.739 2.400
H -3.829 1.543 1.206
H -3.827 4.628 0.827
H -3.147 3.375 -0.302
H -2.443 1.328 3.483
H -1.716 0.903 5.712
H -1.248 -0.516 6.643
H -3.948 0.796 6.457
H -3.312 -0.275 7.715
H -4.313 -1.033 5.068
H -5.064 -1.378 6.519
H -3.975 -3.359 5.825
H -2.983 -2.643 7.099
H -2.400 -2.884 4.156
H -1.272 -2.733 5.505
O -0.916 -1.293 -3.117
S -1.291 -1.125 -1.681
O -2.574 -1.624 -1.290
O -1.098 0.345 -1.432
O -0.142 -1.756 -0.934
C 4.332 2.266 -1.728
S 3.793 1.287 -3.150
C 5.485 0.897 -3.705
O 3.308 -0.033 -2.608
H 5.040 1.690 -1.136
H 3.455 2.508 -1.140
H 4.781 3.184 -2.106
H 5.944 1.799 -4.108
H 5.412 0.140 -4.483
H 6.060 0.513 -2.865
```

Summary of molar mass in g/mol
399.63 921.21 853.81
(order as listed above)